C3H4N2O | ωB97M-V/def2-TZVPD

Results
E: -8198.5038 eV
Strongest force on any atom: 0.95 eV Å⁻¹
Relative energy (zero: lowest compared OMol25 entry of this formula, charge and spin): 124.1 kcal/mol
Lowest unoccupied orbital energy (alpha / beta): -0.3 / -0.2 eV
Molar mass: 84.078 g mol⁻¹

```
10
Properties=species:S:1:pos:R:3:mulliken_charge:R:1
N 1.887 0.347 -0.381 -0.576
C -2.102 0.143 0.001 0.215
C 1.394 -0.562 0.334 0.151
N -3.263 0.115 0.310 -0.439
O 0.052 -0.825 0.369 -0.284
H 1.911 -1.251 1.005 0.362
H -1.721 1.221 0.265 0.258
C -0.765 -0.076 -0.421 -0.335
H 2.897 0.391 -0.271 0.250
H -0.292 0.498 -1.210 0.396
```